i | 6
Properties=species:S:1:pos:R:3 method="wB97M-V/def2-TZVPD" homo_lumo_gap_ha="0.3774 / 0.3823" homo_ev="-11.0 / -11.1" e_lumo_ev="-0.780 / -0.654"
N 1.293 0.273 0.294
N -1.141 0.013 -0.492
F 2.039 -0.168 -0.789
F -1.716 1.144 -0.506
F -1.450 -0.721 0.664
H 0.974 -0.540 0.828

=====

ii | 6
Properties=species:S:1:pos:R:3 method="wB97M-V/def2-TZVPD" homo_lumo_gap_ha="0.3674 / 0.3896" homo_ev="-10.9 / -11.2" e_lumo_ev="-0.914 / -0.564"
N -1.326 0.141 -0.666
N 1.122 -0.501 0.606
F -1.513 1.308 -0.050
F 1.554 0.783 0.503
F 1.650 -1.078 -0.455
H -1.487 -0.653 0.062

=====

Least stable: i

=====

i | 18
Properties=species:S:1:pos:R:3 method="wB97M-V/def2-TZVPD" smiles=NCCN.O.O homo_lumo_gap_ha=0.3706 homo_ev=-9.3 e_lumo_ev=0.761
N 1.656 -0.248 -0.706
C 1.116 -0.880 0.526
C 0.113 0.069 1.172
N -1.011 0.466 0.322
H 1.506 -0.836 -1.460
H 2.656 -0.109 -0.669
H 1.963 -1.089 1.174
H 0.714 -1.868 0.302
H -0.196 -0.450 2.085
H 0.718 0.918 1.472
H -1.204 -0.326 -0.291
H -0.520 1.084 -0.328
O 0.056 3.730 -0.896
H -0.831 3.352 -0.949
H 0.236 4.122 -1.756
O -2.072 -2.952 0.223
H -2.443 -2.891 -0.670
H -2.456 -2.091 0.448

=====

ii | 18
Properties=species:S:1:pos:R:3 method="wB97M-V/def2-TZVPD" smiles=NCCN.O.O homo_lumo_gap_ha=0.3733 homo_ev=-9.5 e_lumo_ev=0.690
N 0.953 0.049 1.666
C 0.441 1.231 0.966
C 0.750 1.198 -0.534
N 0.938 -0.118 -1.118
H 0.577 -0.037 2.601
H 1.959 0.019 1.583
H 0.851 2.146 1.397
H -0.639 1.295 1.119
H -0.152 1.619 -0.984
H 1.620 1.782 -0.831
H 1.699 -0.617 -0.677
H 0.128 -0.702 -0.967
O -1.548 -2.197 1.123
H -1.329 -2.641 1.950
H -1.493 -1.245 1.218
O -1.818 -0.908 -2.754
H -2.066 -0.078 -3.172
H -0.873 -0.798 -2.586

=====

Least stable: i

=====

i | 6
Properties=species:S:1:pos:R:3 method="wB97M-V/def2-TZVPD" homo_lumo_gap_ha=0.3963 homo_ev=-11.6 e_lumo_ev=-0.831
C 1.461 -0.069 -0.185
O 2.197 0.786 0.001
O -2.469 -0.689 0.177
O -0.703 0.995 0.550
O 0.809 -1.037 -0.238
S -1.296 0.013 -0.305

=====

ii | 6
Properties=species:S:1:pos:R:3 method="wB97M-V/def2-TZVPD" homo_lumo_gap_ha=0.3724 homo_ev=-11.9 e_lumo_ev=-1.796
C -1.239 -0.054 -0.136
O 0.360 -0.125 0.981
O -1.237 1.129 -0.236
O 1.960 0.063 -0.882
O -1.545 -1.145 -0.234
S 1.701 0.132 0.508

=====

Least stable: ii